# 1
{"formula": "C26H33F3KN7O3S", "method": "wB97M-V/def2-TZVPD", "species": ["K", "S", "F", "F", "F", "O", "O", "O", "N", "N", "N", "N", "N", "N", "N", "C", "C", "C", "C", "C", "C", "C", "C", "C", "C", "C", "C", "C", "C", "C", "C", "C", "C", "C", "C", "C", "C", "C", "C", "C", "C", "H", "H", "H", "H", "H", "H", "H", "H", "H", "H", "H", "H", "H", "H", "H", "H", "H", "H", "H", "H", "H", "H", "H", "H", "H", "H", "H", "H", "H", "H", "H", "H", "H"], "positions_angstrom": [[1.186, -1.321, -0.376], [4.053, 0.235, -1.689], [3.239, -1.008, 3.667], [2.955, -2.588, 5.114], [1.264, -1.413, 4.466], [1.594, -2.443, 1.862], [2.480, -4.170, 3.037], [-0.728, -0.827, -1.969], [-2.178, 0.164, 2.782], [3.231, -2.062, -2.939], [-2.742, -2.193, 3.095], [5.397, -1.998, -2.276], [1.957, -1.508, -2.907], [-3.773, -0.920, 1.284], [-1.415, -1.498, 1.180], [-1.095, -0.252, 1.869], [2.408, -2.012, 4.028], [-2.662, -0.438, -4.999], [-1.635, -2.539, 2.179], [1.297, -1.662, -3.986], [-2.644, -1.305, 0.414], [-1.002, -0.834, -3.207], [-0.079, -1.236, -4.242], [2.232, 3.847, -2.056], [-3.395, 0.312, 1.983], [4.154, -1.358, -2.357], [0.713, 2.348, 2.600], [-1.758, -0.856, -5.982], [0.841, 3.383, -1.613], [-0.494, -1.248, -5.574], [2.112, -3.015, 2.841], [0.800, 3.024, -0.142], [0.634, 1.966, 4.054], [0.383, 2.212, -2.483], [-0.217, 3.495, 0.683], [1.768, 2.197, 0.424], [-2.393, -0.923, 3.742], [-2.299, -0.430, -3.672], [1.725, 1.868, 1.773], [-3.943, -1.969, 2.291], [-0.261, 3.163, 2.030], [2.939, 3.016, -2.036], [5.495, -2.738, -2.956], [-2.892, -2.233, -0.105], [-0.989, 4.132, 0.262], [-0.324, 1.483, 4.263], [2.609, 4.649, -1.416], [1.076, 1.370, -2.402], [0.224, -1.574, -6.323], [-3.234, 1.100, 1.243], [-0.939, 0.538, 1.130], [-4.767, -1.691, 2.957], [-2.035, -0.871, -7.029], [2.190, 4.214, -3.085], [-3.661, -0.120, -5.283], [1.432, 1.276, 4.322], [0.350, 2.511, -3.534], [-1.876, -3.475, 1.671], [-4.204, -2.901, 1.783], [-3.005, -0.112, -2.911], [-0.179, -0.396, 2.442], [2.487, 1.210, 2.177], [-1.480, -1.066, 4.322], [1.804, -2.142, -4.834], [-3.206, -0.639, 4.418], [2.552, 1.782, -0.199], [0.707, 2.848, 4.696], [-1.077, 3.522, 2.648], [6.163, -1.344, -2.256], [-4.217, 0.609, 2.644], [-2.469, -0.538, -0.339], [-0.605, 1.849, -2.196], [-0.722, -2.675, 2.754], [0.143, 4.217, -1.756]], "forces_ev_per_a": [[0.101, 0.156, 0.054], [0.080, -0.009, 0.077], [-0.064, -0.087, -0.001], [0.021, 0.024, -0.026], [-0.037, 0.028, 0.000], [-0.119, -0.141, 0.357], [-0.209, -0.147, 0.011], [-0.086, -0.013, -0.088], [0.003, -0.031, -0.005], [0.107, 0.006, -0.118], [0.035, 0.014, 0.014], [0.071, 0.033, 0.006], [-0.047, -0.041, -0.154], [0.002, -0.003, 0.022], [-0.026, -0.118, -0.093], [-0.023, 0.011, 0.045], [-0.158, -0.065, -0.041], [0.092, -0.038, -0.022], [-0.048, 0.060, 0.042], [0.013, -0.017, -0.102], [0.019, 0.085, -0.017], [-0.099, 0.091, 0.001], [0.014, -0.033, 0.069], [-0.051, 0.002, 0.028], [-0.019, 0.013, -0.014], [-0.186, -0.030, -0.023], [0.003, 0.005, 0.016], [-0.072, 0.022, -0.026], [0.010, 0.009, -0.018], [0.025, -0.010, 0.008], [0.576, 0.314, 0.019], [0.047, -0.003, -0.042], [0.003, 0.041, -0.036], [-0.006, -0.016, -0.045], [0.018, 0.024, 0.021], [-0.058, 0.012, 0.033], [-0.028, -0.005, -0.046], [-0.025, -0.002, 0.000], [-0.003, 0.002, -0.052], [-0.018, -0.012, -0.022], [-0.003, -0.006, -0.005], [0.009, 0.006, 0.004], [-0.022, -0.002, -0.012], [-0.009, -0.006, 0.004], [0.000, -0.004, -0.005], [0.009, -0.019, 0.001], [0.014, 0.001, -0.003], [0.015, -0.007, 0.018], [0.012, -0.002, 0.013], [0.004, -0.001, 0.003], [0.007, -0.005, -0.026], [0.005, 0.003, 0.003], [-0.002, 0.000, 0.003], [0.009, 0.001, -0.004], [-0.007, 0.007, 0.007], [0.007, -0.021, 0.017], [-0.013, -0.014, 0.000], [-0.009, -0.001, -0.001], [0.005, 0.004, 0.000], [0.011, 0.002, 0.009], [0.035, -0.010, 0.024], [-0.029, -0.016, 0.029], [0.039, 0.002, 0.020], [0.004, 0.019, 0.004], [0.002, 0.001, 0.006], [0.016, -0.020, 0.020], [0.010, -0.007, 0.009], [-0.002, 0.008, 0.003], [-0.006, 0.007, 0.020], [0.000, 0.001, 0.001], [0.010, -0.028, -0.012], [-0.005, -0.003, 0.012], [0.043, -0.011, -0.006], [-0.013, -0.009, 0.016]], "gap_ev": 5.77, "total_energy_ev": -79388.0084, "e_above_lowest_ev": 0.000, "total_charge": -2, "lumo_energy_ev": 4.27}



# 2
{"formula": "C24H18F2N5O2STc", "method": "wB97M-V/def2-TZVPD", "species": ["Tc", "S", "F", "F", "O", "O", "N", "N", "N", "N", "N", "C", "C", "C", "C", "C", "C", "C", "C", "C", "C", "C", "C", "C", "C", "C", "C", "C", "C", "C", "C", "C", "C", "C", "C", "H", "H", "H", "H", "H", "H", "H", "H", "H", "H", "H", "H", "H", "H", "H", "H", "H", "H"], "positions_angstrom": [[-0.451, -0.224, -0.152], [-1.958, 1.199, -1.255], [1.095, 1.816, -1.651], [2.162, 0.965, 0.065], [-2.072, -3.695, 0.969], [-1.779, -1.468, 0.771], [-0.640, 1.221, 1.305], [-0.852, -1.735, -1.672], [-2.714, 3.523, -0.247], [0.821, -0.967, 1.408], [-1.375, 2.361, 1.155], [-1.088, -2.753, -3.850], [0.739, -0.232, 2.534], [0.987, 2.455, 4.159], [-1.661, -3.886, -3.234], [-0.679, -1.672, -3.042], [-0.122, -0.529, -3.654], [-1.417, 2.257, 4.113], [-1.980, 2.432, 0.003], [1.340, -0.665, 3.698], [2.059, -1.854, 3.686], [-0.169, 1.925, 3.592], [1.504, -2.110, 1.393], [-0.057, 1.013, 2.443], [-1.502, 3.098, 5.209], [-1.788, -2.712, 0.342], [-0.913, -2.677, -5.253], [0.896, 3.315, 5.243], [0.033, -0.484, -5.011], [-0.359, -1.570, -5.823], [-1.847, -3.910, -1.883], [2.151, -2.586, 2.516], [1.328, 0.639, -0.988], [-0.348, 3.631, 5.772], [-1.455, -2.796, -1.140], [0.140, 0.330, -3.057], [-2.746, 4.262, 0.436], [-0.418, 4.297, 6.623], [-1.970, -4.722, -3.852], [1.919, 0.014, -1.658], [2.536, -2.205, 4.591], [0.453, 0.403, -5.468], [-2.473, 3.344, 5.621], [1.958, 2.217, 3.738], [1.234, -0.083, 4.602], [-1.235, -3.514, -5.860], [2.702, -3.515, 2.467], [-0.229, -1.515, -6.897], [1.525, -2.656, 0.457], [-2.315, 1.849, 3.665], [1.796, 3.737, 5.672], [-3.171, 3.646, -1.132], [-2.294, -4.740, -1.353]], "forces_ev_per_a": [[-0.703, 0.055, -0.561], [0.120, -0.103, 0.288], [0.037, 0.024, -0.039], [0.066, 0.056, -0.044], [0.001, -0.163, 0.115], [0.131, -0.487, -0.055], [0.058, 0.083, 0.046], [0.009, 0.104, 0.074], [-0.005, -0.048, -0.099], [0.006, -0.080, -0.178], [0.094, -0.136, -0.147], [0.027, -0.125, -0.067], [-0.050, 0.083, -0.075], [0.117, 0.013, -0.015], [-0.027, -0.037, -0.102], [0.151, 0.055, 0.214], [-0.054, -0.014, 0.072], [-0.058, -0.046, 0.016], [-0.065, 0.134, 0.031], [0.067, -0.057, 0.195], [-0.007, 0.041, 0.047], [-0.002, 0.051, 0.027], [-0.082, 0.072, -0.053], [0.125, -0.168, 0.075], [0.025, 0.012, 0.019], [-0.151, 0.560, -0.070], [-0.038, -0.063, -0.022], [-0.007, 0.029, 0.029], [0.001, -0.019, -0.056], [0.016, 0.046, -0.026], [0.014, -0.067, 0.122], [0.067, -0.051, 0.069], [0.030, 0.215, 0.308], [-0.025, -0.006, -0.021], [0.112, 0.133, -0.072], [0.018, 0.027, -0.010], [0.012, -0.005, 0.007], [-0.003, -0.028, -0.026], [0.021, 0.019, 0.016], [0.014, -0.188, -0.077], [-0.009, 0.007, -0.008], [-0.029, -0.045, 0.020], [0.039, -0.004, -0.005], [-0.051, 0.009, 0.018], [0.021, -0.035, -0.018], [0.023, 0.023, 0.018], [-0.029, 0.037, 0.010], [0.000, 0.003, 0.051], [-0.012, 0.027, -0.002], [0.051, 0.021, 0.023], [-0.036, -0.010, -0.015], [-0.015, 0.016, -0.002], [-0.015, 0.030, -0.043]], "gap_ev": [7.54, 6.77], "s_squared": 3.785, "total_energy_ev": -55190.1595, "spin_multiplicity": 4, "total_charge": 1, "lumo_energy_ev": [-3.81, -4.83]}



# 3
{"formula": "C27H42N4O2PSSc", "method": "wB97M-V/def2-TZVPD", "species": ["Sc", "S", "P", "O", "O", "N", "N", "N", "N", "C", "C", "C", "C", "C", "C", "C", "C", "C", "C", "C", "C", "C", "C", "C", "C", "C", "C", "C", "C", "C", "C", "C", "C", "C", "C", "C", "H", "H", "H", "H", "H", "H", "H", "H", "H", "H", "H", "H", "H", "H", "H", "H", "H", "H", "H", "H", "H", "H", "H", "H", "H", "H", "H", "H", "H", "H", "H", "H", "H", "H", "H", "H", "H", "H", "H", "H", "H", "H"], "positions_angstrom": [[0.331, -0.240, 0.571], [-0.174, 2.011, 1.695], [-1.989, -0.316, -0.931], [0.203, -2.123, 1.331], [-0.295, -1.746, 3.472], [1.536, 3.067, -0.209], [0.307, 4.527, 0.795], [2.220, -0.012, -0.052], [-0.557, -4.199, 4.165], [1.939, -2.772, -2.463], [-1.594, -2.993, -1.589], [-2.850, 2.396, -0.993], [-0.685, 5.150, 1.662], [-1.345, 1.557, -2.833], [4.238, 1.353, 0.014], [5.090, 2.185, 2.104], [3.939, -3.105, -1.179], [5.170, 2.097, 0.719], [4.089, 1.505, 2.781], [-3.055, -1.738, -3.197], [1.107, 5.208, -0.104], [-4.772, -0.596, -0.379], [-1.880, -1.635, -2.224], [2.595, -1.160, -0.781], [-0.268, -3.991, 2.708], [3.218, 0.681, 0.688], [1.882, 4.295, -0.729], [-3.235, -0.108, 1.557], [-2.471, 1.199, -1.862], [1.724, -1.573, -1.790], [-3.368, -0.796, 0.196], [-0.111, -2.482, 2.514], [3.165, 0.743, 2.076], [3.718, -1.934, -0.479], [0.584, 3.218, 0.726], [3.049, -3.540, -2.159], [-0.392, 1.701, -2.310], [1.053, 6.274, -0.208], [-4.013, -0.465, 2.233], [-1.197, 0.799, -3.599], [1.264, -3.074, -3.252], [-3.208, -1.872, 0.342], [-0.621, -3.228, 4.562], [4.819, -3.693, -0.957], [-3.293, -0.796, -3.690], [-1.432, -4.699, 4.331], [-0.348, 6.156, 1.896], [5.961, 2.608, 0.188], [-2.804, -2.455, -3.981], [0.642, -4.520, 2.433], [-5.024, 0.461, -0.446], [-0.790, -2.963, -0.848], [-2.052, 2.665, -0.302], [-5.506, -1.058, 0.282], [-3.354, 0.906, -2.441], [3.243, -4.454, -2.701], [-0.997, -1.340, -2.802], [4.033, 1.553, 3.859], [-3.044, 3.250, -1.643], [-1.580, 2.492, -3.341], [-0.768, 4.572, 2.579], [2.410, 0.181, 2.632], [-3.954, -2.108, -2.703], [-4.896, -1.035, -1.368], [-2.274, -0.307, 2.048], [-3.343, 0.974, 1.472], [5.817, 2.767, 2.652], [0.937, -0.898, -2.119], [-2.492, -3.393, -1.114], [-3.751, 2.223, -0.409], [-1.092, -4.378, 2.110], [2.002, 2.184, -0.397], [0.190, -4.706, 4.645], [4.405, -1.622, 0.297], [-1.648, 5.188, 1.157], [-1.299, -3.701, -2.362], [4.302, 1.273, -1.066], [2.640, 4.407, -1.480]], "forces_ev_per_a": [[0.104, 0.204, -0.189], [-0.031, -0.266, 0.001], [0.154, -0.027, -0.090], [-0.096, -0.055, 0.091], [-0.052, -0.047, 0.150], [-0.140, 0.122, 0.085], [0.143, -0.059, -0.099], [-0.225, 0.066, 0.301], [-0.021, 0.033, 0.150], [0.071, -0.047, 0.052], [0.071, -0.065, 0.075], [0.012, -0.016, 0.033], [-0.022, 0.008, 0.051], [0.080, 0.014, 0.037], [0.056, -0.034, 0.044], [-0.018, -0.005, -0.007], [-0.002, 0.020, 0.038], [-0.009, -0.002, 0.008], [0.005, 0.003, -0.066], [-0.033, -0.072, -0.019], [0.121, -0.095, -0.124], [-0.030, -0.014, -0.045], [-0.018, 0.067, -0.128], [-0.220, 0.222, -0.052], [0.034, -0.075, 0.129], [0.309, -0.105, -0.005], [-0.093, 0.095, 0.085], [0.088, 0.020, 0.064], [-0.164, -0.111, -0.102], [0.000, 0.010, -0.073], [-0.068, -0.094, 0.018], [0.035, 0.032, -0.108], [-0.094, -0.058, 0.172], [-0.060, -0.119, -0.021], [0.036, -0.197, -0.026], [-0.084, 0.062, -0.044], [-0.041, 0.011, 0.011], [0.005, 0.102, -0.023], [-0.036, -0.005, 0.002], [0.023, -0.049, -0.033], [-0.014, -0.023, -0.037], [0.017, 0.070, -0.008], [0.021, -0.178, -0.149], [0.027, -0.028, 0.001], [0.008, 0.016, 0.008], [0.072, 0.060, 0.016], [-0.044, -0.019, 0.003], [0.025, 0.013, -0.009], [0.012, -0.001, 0.000], [-0.020, 0.056, -0.027], [-0.006, 0.055, -0.018], [-0.044, 0.026, -0.070], [0.062, 0.017, 0.011], [-0.005, -0.005, 0.023], [0.066, 0.093, 0.035], [0.007, -0.050, -0.018], [-0.041, -0.030, 0.027], [0.007, -0.002, 0.042], [-0.008, 0.025, 0.007], [-0.014, 0.020, -0.035], [-0.026, 0.036, -0.017], [0.119, 0.107, -0.153], [0.081, -0.013, -0.069], [-0.005, 0.060, 0.125], [-0.052, -0.010, -0.052], [0.026, -0.027, 0.022], [0.017, 0.019, 0.018], [0.045, 0.024, 0.027], [-0.024, -0.020, 0.024], [-0.010, -0.025, 0.019], [0.038, 0.060, 0.004], [-0.082, 0.105, -0.028], [-0.076, 0.064, -0.023], [0.008, 0.046, 0.002], [-0.002, 0.005, 0.048], [-0.007, -0.040, -0.020], [-0.010, -0.003, -0.031], [0.042, 0.023, -0.041]], "gap_ev": 7.70, "total_energy_ev": -79552.0507, "e_above_lowest_ev": 0.304, "total_charge": 2, "lumo_energy_ev": -5.07}